Below is C23H54Ca2N3O4 as an isolated structure at a distorted geometry, with properties calculated with ωB97M-V/def2-TZVPD.

Last column: Mulliken charge in e.
Atoms and positions in Å:
Ca -4.93 0.38 -3.56  1.667
Ca -1.31 -6.31 -0.35  1.598
O 0.75 0.22 -0.23  -0.398
C 0.11 -0.95 -0.40  0.752
O 0.70 -2.02 -0.28  -0.654
O -1.11 -0.94 -0.63  -0.709
H 1.64 -0.09 -0.03  0.289
C -6.12 4.84 2.15  -0.488
C -7.43 5.08 1.47  -0.530
C -7.27 4.12 0.27  -0.453
O -6.05 3.37 0.45  -0.381
C -5.66 3.40 1.82  -0.461
H -6.22 5.08 3.20  0.353
H -5.42 5.52 1.67  0.236
H -7.54 6.13 1.17  0.281
H -8.25 4.80 2.13  0.284
H -7.37 4.67 -0.67  0.304
H -8.06 3.37 0.30  0.293
H -4.60 3.17 1.90  0.286
H -6.07 2.59 2.42  0.276
C 2.89 -7.65 2.78  -1.318
C 1.81 -8.41 3.53  -0.433
N 0.61 -7.57 3.68  -0.123
C 0.90 -6.47 4.64  -0.373
C -0.33 -5.53 4.93  -1.142
C -0.55 -8.36 4.14  -0.652
C -0.34 -9.16 5.37  -1.099
H 3.58 -8.35 2.30  0.398
H 3.48 -6.99 3.42  0.343
H 2.51 -7.00 1.99  0.300
H 1.57 -9.36 3.04  0.480
H 2.27 -8.68 4.47  0.289
H 1.27 -6.89 5.57  0.372
H 1.72 -5.82 4.32  0.380
H -0.73 -4.97 4.08  0.240
H -1.15 -6.10 5.37  0.296
H 0.03 -4.80 5.65  0.396
H -0.71 -9.17 3.42  0.368
H -1.48 -7.78 4.15  0.437
H 0.60 -9.70 5.40  0.275
H -1.08 -9.96 5.48  0.428
H -0.52 -8.62 6.29  0.285
C -0.83 2.89 -5.67  -1.284
C -1.86 3.68 -6.42  -0.305
N -3.01 4.12 -5.63  -0.152
C -4.14 4.34 -6.57  -0.514
C -4.02 5.50 -7.63  -1.144
C -2.75 5.39 -4.93  -0.342
C -1.68 5.42 -3.80  -1.470
H -0.36 3.42 -4.85  0.230
H -0.15 2.57 -6.45  0.395
H -1.08 1.91 -5.26  0.269
H -1.37 4.53 -6.89  0.287
H -2.14 3.01 -7.24  0.410
H -5.09 4.52 -6.06  0.385
H -4.26 3.41 -7.12  0.421
H -4.78 5.40 -8.40  0.384
H -3.02 5.56 -8.05  0.315
H -4.30 6.46 -7.19  0.324
H -2.51 6.08 -5.74  0.367
H -3.66 5.84 -4.52  0.486
H -0.67 5.49 -4.21  0.333
H -1.79 6.31 -3.19  0.428
H -1.83 4.61 -3.08  0.343
C 6.21 -0.81 -0.72  -1.247
C 6.67 0.43 -0.01  -0.271
N 5.73 0.85 1.05  0.266
C 5.93 2.33 1.21  -0.433
C 5.70 3.18 -0.05  -1.367
C 5.91 0.08 2.29  -0.464
C 4.85 0.40 3.32  -1.275
H 6.96 -1.35 -1.29  0.386
H 5.40 -0.66 -1.44  0.272
H 5.87 -1.53 0.03  0.267
H 7.66 0.16 0.36  0.288
H 6.86 1.25 -0.70  0.262
H 5.23 2.71 1.95  0.338
H 6.90 2.52 1.67  0.379
H 6.62 3.30 -0.62  0.371
H 4.99 2.77 -0.77  0.337
H 5.34 4.19 0.19  0.381
H 6.92 0.16 2.70  0.392
H 5.78 -0.99 2.16  0.293
H 4.90 1.42 3.71  0.310
H 4.87 -0.27 4.18  0.413
H 3.86 0.34 2.85  0.248

Properties
net charge: +3
calculated total energy: -2727.91144 hartree
HOMO energy: -12.51 eV
relative energy (zero: lowest compared OMol25 entry of this formula, charge and spin): 351.3 kcal/mol
spin multiplicity: 1